{
  "formula": "C27H68Cl3N4O13",
  "method": "ωB97M-V/def2-TZVPD",
  "elements": ["Cl", "O", "O", "O", "O", "Cl", "C", "C", "Cl", "H", "H", "H", "H", "C", "O", "H", "H", "H", "H", "C", "O", "C", "C", "N", "C", "C", "O", "C", "H", "H", "H", "H", "H", "H", "H", "H", "H", "H", "H", "H", "H", "H", "H", "C", "O", "C", "C", "N", "C", "C", "O", "C", "H", "H", "H", "H", "H", "H", "H", "H", "H", "H", "H", "H", "H", "H", "H", "C", "O", "C", "C", "N", "C", "C", "O", "C", "H", "H", "H", "H", "H", "H", "H", "H", "H", "H", "H", "H", "H", "H", "H", "C", "O", "C", "C", "N", "C", "C", "O", "C", "H", "H", "H", "H", "H", "H", "H", "H", "H", "H", "H", "H", "H", "H", "H"],
  "xyz": [[-0.42, 0.16, -0.53], [-1.79, 0.28, -1.07], [0.36, -0.65, -1.40], [0.12, 1.51, -0.55], [-0.38, -0.31, 0.78], [-0.95, 5.26, 2.75], [-0.43, 3.53, 2.39], [-1.53, 2.57, 2.73], [-2.04, 2.70, 4.38], [0.43, 3.36, 3.03], [-0.10, 3.47, 1.36], [-1.19, 1.58, 2.41], [-2.44, 2.68, 2.14], [0.01, 1.62, -4.37], [1.11, 0.73, -4.46], [0.12, 2.54, -4.95], [-0.85, 1.09, -4.78], [-0.15, 2.00, -3.37], [0.86, -0.03, -3.92], [7.36, 2.80, 3.30], [6.08, 2.63, 2.75], [5.23, 3.73, 2.77], [4.05, 3.59, 1.86], [2.95, 2.81, 2.41], [3.21, 1.39, 2.32], [2.09, 0.66, 3.12], [1.89, 1.20, 4.43], [0.77, 0.57, 5.12], [7.36, 3.37, 4.23], [8.06, 3.30, 2.64], [7.68, 1.78, 3.53], [5.71, 4.68, 2.54], [4.87, 3.73, 3.80], [4.43, 3.26, 0.90], [3.69, 4.61, 1.71], [2.73, 3.20, 3.31], [4.20, 1.12, 2.68], [3.13, 0.95, 1.33], [2.29, -0.41, 3.25], [1.08, 0.78, 2.71], [-0.15, 0.67, 4.54], [0.73, 1.11, 6.06], [0.94, -0.48, 5.32], [-11.50, -0.80, 5.56], [-10.85, 0.22, 4.79], [-9.82, -0.34, 3.97], [-9.21, 0.83, 3.22], [-7.91, 0.66, 2.67], [-7.88, 0.15, 1.32], [-6.62, -0.20, 0.77], [-5.77, 0.93, 1.02], [-4.53, 0.72, 0.39], [-11.78, -1.63, 4.90], [-12.37, -0.37, 6.05], [-10.78, -1.07, 6.33], [-10.27, -1.01, 3.24], [-8.99, -0.82, 4.49], [-9.26, 1.75, 3.81], [-9.86, 1.06, 2.38], [-7.34, 1.49, 2.76], [-8.27, 0.91, 0.64], [-8.60, -0.67, 1.37], [-6.89, -0.41, -0.27], [-6.32, -1.14, 1.23], [-4.07, -0.24, 0.61], [-3.81, 1.54, 0.44], [-4.70, 0.80, -0.68], [3.14, 2.39, -2.20], [3.92, 1.77, -3.27], [5.28, 1.75, -2.80], [6.27, 1.37, -3.91], [5.64, 0.28, -4.68], [6.53, 0.04, -5.86], [5.81, -0.77, -6.88], [4.66, -0.02, -7.18], [4.11, -0.53, -8.38], [2.07, 2.30, -2.38], [3.41, 3.45, -2.12], [3.24, 1.86, -1.26], [5.31, 1.01, -2.00], [5.52, 2.71, -2.33], [7.18, 0.91, -3.53], [6.50, 2.23, -4.55], [5.90, -0.47, -4.05], [7.42, -0.50, -5.54], [6.84, 0.97, -6.34], [5.64, -1.81, -6.61], [6.45, -0.96, -7.75], [3.49, 0.17, -8.94], [3.46, -1.37, -8.17], [4.78, -0.89, -9.17], [3.53, -3.02, 1.51], [2.17, -3.47, 1.31], [1.97, -4.31, 0.15], [0.49, -4.66, 0.01], [-0.42, -3.53, -0.33], [-1.86, -3.81, -0.11], [-2.54, -4.99, -0.95], [-2.75, -4.47, -2.29], [-3.31, -5.37, -3.19], [3.86, -2.31, 0.76], [4.24, -3.81, 1.77], [3.49, -2.42, 2.42], [2.44, -5.29, 0.30], [2.26, -3.77, -0.75], [0.09, -5.25, 0.83], [0.35, -5.36, -0.81], [-0.21, -2.69, 0.21], [-2.34, -2.86, -0.33], [-2.13, -3.94, 0.94], [-3.45, -5.41, -0.51], [-1.76, -5.75, -0.92], [-4.13, -5.95, -2.77], [-2.63, -6.16, -3.50], [-3.62, -4.78, -4.06]],
  "s_squared": 0.75,
  "e_homo_ev": [-8.24, -8.24],
  "spin_multiplicity": 2,
  "total_charge": 0
}

=====

{
  "formula": "C27H69ClN2O14P5",
  "method": "ωB97M-V/def2-TZVPD",
  "elements": ["C", "C", "P", "C", "C", "P", "N", "Cl", "O", "C", "C", "N", "C", "C", "C", "O", "H", "H", "H", "H", "H", "H", "H", "H", "H", "H", "H", "H", "H", "H", "H", "H", "H", "H", "H", "H", "H", "H", "H", "H", "O", "P", "O", "C", "C", "O", "C", "C", "O", "C", "C", "H", "H", "H", "H", "H", "H", "H", "H", "H", "H", "H", "H", "H", "H", "H", "O", "P", "O", "C", "C", "O", "C", "C", "O", "C", "C", "H", "H", "H", "H", "H", "H", "H", "H", "H", "H", "H", "H", "H", "H", "H", "O", "P", "O", "C", "C", "O", "C", "C", "O", "C", "C", "H", "H", "H", "H", "H", "H", "H", "H", "H", "H", "H", "H", "H", "H", "H"],
  "xyz": [[2.47, -5.30, 5.55], [1.90, -5.36, 7.00], [1.69, -3.62, 7.70], [3.12, -2.65, 6.97], [3.62, -1.56, 7.94], [-0.16, -2.91, 6.76], [-1.33, -2.99, 7.95], [0.18, -0.96, 6.26], [-0.49, -3.87, 5.53], [-1.31, -3.30, 4.45], [-0.65, -3.64, 3.10], [-0.09, -2.46, 2.41], [1.23, -2.23, 3.04], [1.80, -0.85, 2.62], [0.69, 0.23, 2.49], [2.76, -0.42, 3.59], [3.57, -5.26, 5.58], [2.19, -6.17, 4.96], [2.14, -4.40, 5.01], [2.50, -5.98, 7.66], [0.88, -5.74, 6.88], [3.96, -3.35, 6.83], [2.90, -2.25, 5.97], [3.88, -2.02, 8.90], [4.54, -1.13, 7.52], [2.90, -0.74, 8.07], [-2.16, -2.51, 7.61], [-0.96, -2.55, 8.79], [-2.27, -3.82, 4.48], [-1.53, -2.23, 4.56], [-1.31, -4.24, 2.46], [0.20, -4.32, 3.32], [0.16, -2.79, 1.48], [1.18, -2.30, 4.13], [1.96, -2.99, 2.71], [2.29, -0.99, 1.65], [0.35, 0.33, 1.45], [-0.19, -0.01, 3.09], [1.12, 1.18, 2.83], [2.36, -0.54, 4.46], [5.45, 1.78, 7.58], [6.00, 2.72, 6.54], [6.89, 1.72, 5.59], [6.19, 0.86, 4.70], [5.43, 1.60, 3.61], [7.17, 3.45, 7.42], [7.23, 3.26, 8.83], [8.03, 2.03, 9.20], [6.07, 3.96, 5.44], [4.94, 4.86, 5.43], [4.70, 5.52, 6.78], [5.49, 0.25, 5.29], [6.93, 0.19, 4.25], [4.62, 2.19, 4.03], [5.00, 0.89, 2.91], [6.09, 2.28, 3.07], [6.23, 3.23, 9.26], [7.70, 4.15, 9.26], [7.78, 1.17, 8.59], [7.87, 1.76, 10.25], [9.10, 2.21, 9.05], [4.05, 4.32, 5.12], [5.15, 5.62, 4.68], [4.47, 4.78, 7.55], [3.86, 6.21, 6.72], [5.58, 6.06, 7.11], [-1.23, 0.89, -2.19], [-1.09, 0.67, -3.66], [-2.21, -0.47, -3.97], [-3.59, -0.06, -4.00], [-3.89, 0.89, -5.15], [0.29, -0.23, -3.67], [1.05, -0.36, -2.47], [0.55, -1.50, -1.61], [-0.85, 1.00, -5.27], [-0.45, 2.35, -5.60], [0.83, 2.76, -4.90], [-3.84, 0.41, -3.05], [-4.18, -0.97, -4.10], [-3.38, 1.84, -5.01], [-4.96, 1.09, -5.20], [-3.56, 0.47, -6.10], [1.07, 0.58, -1.92], [2.09, -0.55, -2.76], [-0.53, -1.52, -1.52], [0.98, -1.44, -0.60], [0.84, -2.46, -2.05], [-1.26, 3.03, -5.33], [-0.32, 2.39, -6.68], [0.72, 2.75, -3.81], [1.11, 3.78, -5.19], [1.65, 2.09, -5.15], [-5.70, -0.16, -11.48], [-6.75, 0.48, -10.64], [-6.35, 2.07, -10.70], [-6.65, 2.78, -11.91], [-8.14, 2.91, -12.17], [-6.19, 0.08, -9.14], [-5.13, -0.87, -9.02], [-3.77, -0.21, -9.12], [-8.24, 0.80, -9.96], [-9.28, -0.14, -10.27], [-8.94, -1.56, -9.85], [-6.16, 2.27, -12.75], [-6.20, 3.77, -11.81], [-8.59, 1.94, -12.37], [-8.32, 3.55, -13.04], [-8.65, 3.33, -11.30], [-5.25, -1.67, -9.74], [-5.23, -1.35, -8.04], [-3.70, 0.50, -9.94], [-2.98, -0.96, -9.27], [-3.55, 0.35, -8.21], [-9.49, -0.11, -11.34], [-10.18, 0.19, -9.75], [-8.05, -1.93, -10.38], [-9.76, -2.24, -10.08], [-8.72, -1.62, -8.79]],
  "e_homo_ev": -11.25,
  "total_charge": 1
}